{
  "formula": "C5H10O",
  "method": "ωB97M-V/def2-TZVPD",
  "species": ["C", "C", "C", "O", "C", "C", "H", "H", "H", "H", "H", "H", "H", "H", "H", "H"],
  "positions_angstrom": [[-0.708, -0.902, 0.630], [-1.483, 0.165, -0.123], [-0.559, 1.532, -0.015], [0.677, 1.379, -0.681], [1.685, 0.144, -0.176], [0.955, -1.160, -0.267], [-0.932, -1.937, 0.486], [-0.854, -0.676, 1.726], [-1.588, -0.150, -1.172], [-2.533, 0.274, 0.251], [-0.308, 1.760, 1.038], [-1.161, 2.387, -0.401], [2.168, 0.180, 0.832], [2.402, 0.450, -0.920], [1.524, -2.046, 0.112], [0.713, -1.399, -1.320]],
  "forces_ev_per_a": [[2.14, -0.51, -0.85], [1.05, 0.81, -0.13], [-1.05, -1.62, 0.40], [1.21, -1.87, 1.04], [-1.57, 1.81, -0.30], [-2.02, 0.72, 0.93], [-1.15, -0.43, -0.13], [1.41, -0.29, -0.92], [0.19, 0.47, 0.11], [0.96, 0.21, 0.06], [-0.62, -0.25, -0.07], [0.86, -0.52, -0.19], [-0.86, 1.00, -0.51], [0.45, -0.71, -0.28], [-0.56, 0.96, 0.24], [-0.44, 0.21, 0.60]],
  "nbo_charge": [-0.3733, -0.4606, -0.0521, -0.5813, -0.0822, -0.4276, 0.2033, 0.2064, 0.2039, 0.2102, 0.1543, 0.1890, 0.1825, 0.2046, 0.2173, 0.2056],
  "total_energy_ha": -271.6380,
  "de_lowest_kj_mol": 300.8,
  "multiplicity": 1,
  "e_homo_ev": -9.37
}